1.
Here is a structure of composition C7H5NO11P2S3SbW from the OMol25 dataset. Energies are from ωB97M-V/def2-TZVPD.

Results
Multiplicity = 2
LUMO energy (alpha / beta) = -3.86 / -3.87 eV
Strongest force on any atom = 0.67 eV Å⁻¹
Energy above the lowest of the compared OMol25 structures with the same formula, charge and spin = 28.8 kcal per mole
HOMO-LUMO gap (alpha / beta) = 4.22 / 4.21 eV

Structure (XYZ):
```
31
Properties=species:S:1:pos:R:3:forces:R:3
W -1.6988 0.0475 0.3233 0.5 0.1 0.4
O 0.4888 -1.1787 -2.9684 0.0 0.1 0.0
P -0.8019 -1.7016 -2.2374 0.2 -0.1 0.2
O -1.2082 -3.0687 -2.5244 0.0 0.0 0.0
O -0.5654 -1.2374 -0.7594 -0.2 0.2 -0.3
O -1.9530 -0.6329 -2.7944 -0.3 -0.2 0.1
P -3.1969 -0.3593 -1.8484 -0.1 0.0 -0.1
O -4.4792 -0.5236 -2.7067 0.0 -0.1 0.0
O -3.1078 0.9881 -1.1640 0.0 -0.2 -0.2
O -3.0350 -1.3046 -0.6448 -0.1 0.0 0.0
H 0.7000 -1.6867 -3.7628 0.0 0.0 0.0
H -4.4647 -1.2475 -3.3495 0.0 0.0 0.0
O 5.1589 0.1346 2.7114 -0.1 0.0 0.0
C 4.7122 0.8717 1.8201 0.2 0.0 0.0
O 5.2210 1.7496 1.1097 -0.1 0.0 0.0
C 3.2018 0.6608 1.5445 0.0 0.0 0.0
C 2.3771 0.0680 2.4869 0.0 -0.1 0.0
C 1.0301 -0.0942 2.2369 0.0 0.0 -0.1
N 0.4554 0.2995 1.0924 0.0 0.0 0.0
C 1.2600 0.8881 0.1811 0.0 0.0 0.1
C 2.6057 1.0849 0.3602 0.0 0.1 0.0
C 0.5449 1.4044 -1.0007 0.2 0.1 0.1
O 1.0050 1.8936 -1.9780 -0.1 0.0 0.0
O -0.8042 1.3085 -0.7964 0.1 0.1 -0.1
H 2.8164 -0.2869 3.4098 0.0 0.0 0.0
H 0.4024 -0.5871 2.9596 0.0 0.0 0.0
H 3.1883 1.5956 -0.3950 0.0 0.0 0.0
S -1.8240 1.9537 1.8607 0.2 -0.2 0.2
Sb -2.5101 0.1055 3.3614 -0.2 0.1 -0.2
S -3.9179 0.5151 1.4409 0.0 0.0 0.1
S -1.6008 -1.6600 2.0312 0.0 0.1 -0.2
```
Forces are in eV/Å.

---

2.
Here is a structure of composition C33H43BIrN9S3 at a distorted geometry from the OMol25 dataset. Energies are from ωB97M-V/def2-TZVPD.

Results
Multiplicity = 6
LUMO energy (alpha / beta) = -8.31 / -10.87 eV
Charge = +3
Strongest force on any atom = 1.23 eV Å⁻¹
HOMO-LUMO gap (alpha / beta) = 6.74 / 4.16 eV

Structure (XYZ):
```
90
Properties=species:S:1:pos:R:3:forces:R:3
Ir -0.4524 0.5370 -0.2968 -0.4 0.8 0.2
C 5.2483 1.3831 0.4630 0.0 0.0 0.0
C 4.6783 2.6039 -0.2596 0.3 -0.1 -0.2
C 4.3513 2.3153 -1.7287 -0.1 0.1 0.1
C 5.7116 3.7264 -0.2154 0.0 0.1 0.1
N 3.4368 3.0712 0.4556 -0.4 -0.3 0.0
C 3.3181 4.3092 1.0386 -0.2 0.3 0.2
C 2.0864 4.3931 1.5851 0.3 0.2 0.0
N 1.4303 3.2085 1.3489 0.1 -0.2 0.0
B 0.0760 2.9392 2.0587 0.5 -0.4 -0.2
N -1.1575 3.4859 1.2415 -0.6 0.3 0.3
C -2.1941 4.0675 1.8845 0.4 -0.2 0.1
C -3.0100 4.6572 0.9508 -0.2 0.0 -0.3
N -2.4706 4.4449 -0.2737 0.0 0.0 0.5
C -1.3370 3.6944 -0.0898 0.5 -0.3 -0.7
S -0.2910 3.0459 -1.2552 -0.5 -0.1 0.2
C -2.9872 5.0827 -1.5414 -0.1 0.3 -0.5
C -1.9505 6.1219 -1.9800 0.0 -0.1 0.1
C -4.3053 5.7799 -1.2191 0.0 0.0 0.1
C -3.2478 4.0402 -2.6317 0.1 -0.1 0.2
N -0.1268 1.4612 2.4506 -0.3 0.1 0.0
C 0.0527 1.0470 3.7465 -0.1 -0.1 0.2
C -0.4262 -0.2089 3.8385 0.2 0.2 0.2
N -0.8988 -0.5742 2.5931 0.0 0.1 -0.2
C -0.6885 0.4647 1.7390 0.3 0.0 -0.2
S -2.6174 0.6683 -0.7196 1.2 -0.2 0.2
C -1.8603 -1.7270 2.4866 -0.3 -0.2 -0.1
C -3.2615 -1.1328 2.6671 0.1 0.0 0.0
C -1.5549 -2.7369 3.5915 0.0 0.0 0.0
C -1.7696 -2.4584 1.1552 0.2 0.1 0.0
C 2.2688 2.4053 0.6541 0.0 0.6 0.1
S 1.9404 0.8053 0.1096 -0.5 -0.7 -0.3
H 6.1853 1.0999 -0.0151 0.0 0.0 0.0
H 4.5817 0.5250 0.4207 0.0 0.0 0.0
H 5.4593 1.6150 1.5077 0.0 0.0 0.0
H 5.2800 2.1350 -2.2684 0.0 0.0 0.0
H 3.8593 3.1760 -2.1851 0.0 0.0 0.0
H 3.7217 1.4401 -1.8509 -0.1 -0.1 0.0
H 6.5979 3.3930 -0.7504 0.0 0.0 0.0
H 6.0148 3.9615 0.8057 0.0 0.0 0.0
H 5.3511 4.6308 -0.7066 0.0 0.0 0.0
H 4.1003 5.0440 1.0370 0.0 -0.1 0.0
H 1.6427 5.2012 2.1401 0.0 -0.1 0.0
H 0.0882 3.5735 3.0663 -0.1 0.1 0.1
H -2.2819 4.0646 2.9581 0.0 0.0 0.0
H -3.9188 5.2088 1.1118 0.0 0.0 0.0
H -1.7587 6.8344 -1.1763 0.0 0.0 0.0
H -2.3334 6.6754 -2.8360 0.0 0.0 0.0
H -1.0101 5.6555 -2.2732 0.0 0.0 0.0
H -4.1726 6.5904 -0.5010 0.0 0.0 0.0
H -5.0583 5.0795 -0.8530 0.0 0.0 0.0
H -4.6880 6.2246 -2.1346 0.0 0.0 0.0
H -2.3318 3.6524 -3.0629 0.1 -0.1 0.0
H -3.8087 4.5105 -3.4379 0.0 0.1 0.0
H -3.8455 3.2131 -2.2463 0.0 0.0 0.0
H 0.4777 1.6805 4.5056 0.0 0.0 0.0
H -0.4535 -0.8545 4.6952 -0.1 0.0 -0.1
H -3.3244 -0.5605 3.5932 0.0 0.0 0.0
H -4.0070 -1.9270 2.7115 0.0 0.0 0.0
H -3.5055 -0.4778 1.8287 0.0 0.0 0.0
H -1.8376 -2.3759 4.5791 0.0 0.0 0.0
H -0.5000 -3.0163 3.5889 0.0 0.0 0.0
H -2.1403 -3.6365 3.4073 0.0 0.0 0.0
H -1.9084 -1.7839 0.3202 0.0 0.0 -0.1
H -2.5706 -3.1964 1.1177 0.0 0.0 0.0
H -0.8121 -2.9727 1.0596 0.0 0.0 0.0
N -0.6838 -6.4656 -2.4453 0.2 0.4 -0.1
C -0.2936 -7.7591 -2.1586 -0.1 -0.7 0.3
C -0.8748 -8.9792 -2.3560 -0.2 0.4 -0.1
C -0.1721 -10.1026 -1.8687 -0.1 0.0 0.0
C 1.0454 -9.9926 -1.1638 0.4 0.2 0.1
C 1.6131 -8.7714 -0.9277 0.1 -0.4 0.0
C 0.9211 -7.6195 -1.4065 -0.3 0.5 -0.3
N 1.2022 -6.3264 -1.2486 0.4 -0.2 0.1
C 0.2414 -5.6455 -1.8959 -0.3 -0.3 -0.1
C 0.2028 -4.1862 -1.8828 0.1 0.5 0.1
C 1.1959 -3.5079 -1.1689 -0.1 -0.3 -0.1
C 1.0966 -2.1405 -1.0088 0.0 0.0 -0.1
N 0.0856 -1.4192 -1.5162 0.0 -0.1 0.3
C -0.8149 -2.0554 -2.2728 -0.1 0.1 -0.2
C -0.7945 -3.4216 -2.4861 0.1 -0.2 0.0
H -1.4744 -6.2053 -3.0152 0.0 0.0 0.1
H -1.8434 -9.0828 -2.8277 0.1 -0.1 -0.1
H -0.5857 -11.0866 -2.0492 0.0 0.0 0.0
H 1.5423 -10.8911 -0.8263 0.0 0.0 0.0
H 2.5706 -8.6664 -0.4356 -0.1 0.0 0.1
H 2.0134 -4.0644 -0.7346 0.0 0.1 0.1
H 1.8587 -1.6059 -0.4585 -0.1 0.0 0.1
H -1.5832 -1.4468 -2.7314 0.0 0.0 0.1
H -1.5536 -3.8626 -3.1188 -0.1 0.1 0.0
```
Forces are in eV/Å.

---

3.
Here is a structure of composition C11H15I2N9Pt at a distorted geometry from the OMol25 dataset. Energies are from ωB97M-V/def2-TZVPD.

Results
LUMO energy = -8.07 eV
Charge = +2
Strongest force on any atom = 1.75 eV Å⁻¹
Energy above the lowest of the compared OMol25 structures with the same formula, charge and spin = 18.2 kcal per mole
HOMO-LUMO gap = 7.53 eV

Structure (XYZ):
```
38
Properties=species:S:1:pos:R:3:forces:R:3
Pt 0.1293 0.5701 0.4318 0.1 1.0 1.4
N 4.1996 -0.1356 0.8029 0.0 0.0 0.0
C 3.2274 0.2919 0.0072 0.0 0.2 0.1
N 2.0997 0.2506 0.7046 0.1 0.1 -0.1
C 2.4601 -0.2650 1.9202 0.0 -0.1 0.0
N 3.7373 -0.4942 2.0154 0.0 -0.1 0.0
C 1.3923 -0.5667 2.8610 0.0 0.1 0.1
C 1.5680 -1.0268 4.1541 0.0 0.1 0.0
N 0.5298 -1.2574 4.9492 0.0 0.0 0.0
C -0.6789 -1.0203 4.4656 0.0 0.0 0.0
C -0.8818 -0.5650 3.1647 0.0 0.0 0.0
N 0.1577 -0.3535 2.3642 -0.1 -0.7 -0.6
H 5.1831 -0.2399 0.5902 0.0 0.0 0.0
H 3.3551 0.6051 -1.0151 0.0 0.0 0.0
H 2.5619 -1.2046 4.5464 0.0 0.0 0.0
H -1.5246 -1.2017 5.1167 0.0 0.0 0.0
H -1.8710 -0.3778 2.7737 0.0 -0.1 0.0
C 0.0457 4.7734 -4.0035 0.0 0.0 0.0
C -0.1275 5.9050 -2.9957 0.0 0.0 0.0
C -1.5865 6.0848 -2.5912 0.0 0.0 0.0
C 0.7862 5.7363 -1.7815 0.0 0.0 0.0
N 0.4780 4.5153 -1.0109 0.0 0.0 0.0
C 0.8640 3.2616 -1.2012 0.0 0.0 0.0
N 0.2763 2.5293 -0.2736 -0.1 -0.5 -0.9
N -0.4890 3.3611 0.4699 0.0 0.0 0.0
N -0.3635 4.5481 0.0320 0.0 0.0 0.0
H -0.5028 4.9960 -4.9173 0.0 0.0 0.0
H -0.3585 3.8305 -3.6210 0.0 0.0 0.0
H 1.0925 4.6246 -4.2784 0.0 0.0 0.0
H 0.2216 6.8317 -3.4598 0.0 0.0 0.0
H -1.9895 5.1768 -2.1344 0.0 0.0 0.0
H -2.1936 6.3017 -3.4689 0.0 0.0 0.0
H -1.7129 6.9042 -1.8833 0.0 0.0 0.0
H 0.6720 6.5550 -1.0740 0.0 0.0 0.0
H 1.8336 5.6665 -2.0727 0.0 0.0 0.0
H 1.5372 2.9283 -1.9715 0.0 0.0 0.0
I -2.4285 0.4753 -0.1214 0.0 0.0 0.0
I -3.6938 2.0341 1.6182 0.0 0.0 0.0
```
Forces are in eV/Å.

---

4.
Here is a cluster of 6 separate species, C23H28F7IN2O18 in total at a distorted geometry from the OMol25 dataset. Energies are from ωB97M-V/def2-TZVPD.

Results
LUMO energy = 0.34 eV
Strongest force on any atom = 2.75 eV Å⁻¹
SMILES = CC[C@H](I)COCCNN(C(=O)F)C(=O)F.O=C1OC[C@@H](F)O1.O=C1OC[C@@H](F)O1.O=C1OC[C@@H](F)O1.O=C1OC[C@@H](F)O1.O=C1OC[C@@H](F)O1
HOMO-LUMO gap = 9.02 eV

Structure (XYZ):
```
79
Properties=species:S:1:pos:R:3:forces:R:3
C -1.9346 -2.4561 2.4054 -1.0 -0.5 -0.3
C -2.2943 -2.2566 0.9270 0.7 0.8 0.3
C -2.2418 -0.8081 0.4019 -0.1 -0.6 0.1
I -0.5932 0.3063 1.2162 -0.1 0.0 -0.1
C -3.5503 -0.0432 0.4961 0.7 0.4 -0.2
O -3.8303 0.5183 1.7588 -0.1 -0.3 -0.1
C -4.6400 -0.2759 2.5757 -0.6 0.2 0.5
C -6.0875 -0.4071 2.0817 0.7 -0.3 -0.5
N -6.3028 -1.6886 1.4124 0.0 0.3 -0.3
N -7.5907 -2.2741 1.7337 -0.2 0.3 -0.4
C -7.4583 -3.6742 1.4976 0.1 -1.0 -1.4
O -7.3405 -4.2297 0.4482 -0.3 0.6 1.1
F -7.4254 -4.3489 2.6305 0.1 0.0 0.5
C -8.5400 -1.7122 0.7766 1.1 0.1 -2.5
O -8.3537 -1.5294 -0.3972 -0.6 -0.1 2.4
F -9.6512 -1.3744 1.3960 -0.2 -0.1 0.2
H -2.0530 -1.5490 2.9738 0.3 0.4 0.2
H -0.9502 -2.8746 2.5304 0.4 0.1 0.2
H -2.6500 -3.1527 2.8341 0.0 -0.3 0.2
H -1.6013 -2.8208 0.3184 0.1 -0.4 -0.2
H -3.2925 -2.6160 0.7071 -0.3 -0.2 -0.1
H -2.0122 -0.8722 -0.6505 0.1 0.2 -0.4
H -4.3393 -0.6994 0.1276 -0.3 -0.1 0.1
H -3.4874 0.7814 -0.2018 0.0 0.3 -0.1
H -4.6731 0.2256 3.5325 0.1 0.2 0.3
H -4.2313 -1.2677 2.7727 0.2 -0.2 -0.1
H -6.7889 -0.2585 2.8894 -0.3 -0.1 0.3
H -6.2159 0.3688 1.3351 -0.3 0.4 0.0
H -5.5487 -2.3390 1.5627 -0.1 -0.3 0.3
C 4.0765 -0.0524 4.0393 0.6 -0.1 0.0
C 2.8218 0.6694 4.4250 -0.3 0.2 -0.2
O 1.8049 -0.1315 3.8437 0.3 -0.3 0.3
C 2.2976 -1.4069 3.7892 0.1 0.0 -0.1
O 1.6375 -2.3721 3.6021 -0.1 -0.1 -0.1
O 3.6354 -1.4168 3.9945 -0.3 0.2 0.1
F 2.7683 1.9166 3.8778 0.0 0.0 0.1
H 4.4336 0.2408 3.0528 -0.1 0.1 0.0
H 4.8739 0.0819 4.7642 -0.1 -0.3 0.1
H 2.6592 0.7430 5.5007 0.0 0.2 0.0
C 6.2346 3.6846 4.5487 0.3 -0.2 -0.3
C 6.0571 4.7125 5.6400 -0.3 0.1 -0.2
O 4.9898 4.1688 6.3970 0.4 -0.1 0.1
C 5.0365 2.8183 6.2496 0.0 0.0 -0.1
O 4.4596 2.0462 6.9350 -0.2 -0.2 0.0
O 5.8455 2.4746 5.2125 -0.1 0.3 0.1
F 5.6865 5.9180 5.1467 0.0 -0.1 0.1
H 5.5691 3.8666 3.7041 -0.1 0.1 0.1
H 7.2580 3.6175 4.1896 0.0 -0.2 0.1
H 6.9274 4.8430 6.2855 0.0 0.1 0.0
C 2.7234 -2.2895 -0.2333 -0.2 -0.3 0.2
C 3.4586 -1.8773 -1.4849 -0.3 0.3 -0.1
O 4.0245 -0.6349 -1.1113 0.2 -0.3 0.1
C 4.2175 -0.6736 0.2348 -0.2 0.0 0.1
O 4.9032 0.0851 0.8327 0.1 0.2 0.1
O 3.5344 -1.7002 0.7923 0.0 0.1 -0.3
F 2.6152 -1.6865 -2.5326 0.1 0.0 0.0
H 1.7193 -1.8684 -0.1876 0.0 0.2 -0.1
H 2.6614 -3.3680 -0.1154 0.2 0.0 0.2
H 4.2545 -2.5592 -1.7897 -0.1 0.0 -0.1
C 0.7487 -0.6097 -5.2891 0.4 -0.1 0.0
C -0.6595 -1.1344 -5.4196 0.1 -0.4 0.2
O -1.1345 -1.0528 -4.0841 0.0 0.3 -0.2
C -0.4580 -0.0324 -3.4817 0.2 0.0 0.0
O -0.7746 0.4720 -2.4591 -0.1 0.0 0.2
O 0.6234 0.3206 -4.2103 -0.1 -0.1 -0.1
F -0.6801 -2.4346 -5.8228 0.0 0.1 0.1
H 1.4496 -1.3976 -5.0045 -0.2 -0.1 0.1
H 1.1063 -0.1218 -6.1825 0.0 0.2 0.0
H -1.3026 -0.5472 -6.0691 0.0 -0.1 -0.1
C 1.1742 3.6500 -9.0918 -0.1 0.1 -0.3
C 2.3124 3.0199 -8.3251 0.0 0.3 0.3
O 1.6442 2.4507 -7.2089 0.0 -0.2 -0.3
C 0.3766 2.1583 -7.6069 -0.1 0.2 0.0
O -0.3634 1.4483 -7.0141 -0.2 0.1 0.0
O 0.0831 2.7775 -8.7706 0.2 0.0 0.0
F 3.2037 3.9398 -7.8907 0.0 -0.1 0.0
H 0.9541 4.6562 -8.7339 0.1 0.0 0.1
H 1.3458 3.6804 -10.1641 -0.2 -0.2 0.0
H 2.8437 2.2350 -8.8661 0.1 0.0 0.0
```
Forces are in eV/Å.

---

5.
Here is a cluster of 2 separate species, C5H10O in total at a distorted geometry from the OMol25 dataset. Energies are from ωB97M-V/def2-TZVPD.

Results
LUMO energy = 0.83 eV
Strongest force on any atom = 2.25 eV Å⁻¹
Energy above the lowest of the compared OMol25 structures with the same formula, charge and spin = 54.0 kcal per mole
SMILES = C=C/C=C\C.O
HOMO-LUMO gap = 9.35 eV

Structure (XYZ):
```
16
Properties=species:S:1:pos:R:3:forces:R:3
C -0.2147 -2.0794 0.3815 0.9 1.2 -1.1
C 0.3379 -0.8577 0.4941 -2.0 -0.7 0.5
C -0.2689 0.0870 1.4621 2.1 0.6 0.3
C -0.0689 1.4207 1.3425 1.0 -0.8 -0.6
C 0.3115 2.0044 -0.0298 -1.0 -0.1 1.2
H 0.0627 -2.6798 -0.4836 0.0 -0.5 0.7
H -1.0522 -2.3061 1.0242 -0.2 -0.3 -0.2
H 1.2278 -0.5028 -0.0042 0.0 -0.2 -0.5
H -0.4252 -0.4410 2.4023 -0.4 0.7 0.2
H 0.1711 1.9952 2.2245 -1.1 0.5 0.3
H -0.0411 1.2493 -0.7279 0.6 0.3 -0.6
H 1.3584 2.3000 -0.0834 0.2 -0.5 -0.2
H -0.2292 2.9316 -0.2547 -0.2 -0.2 0.2
H 0.4677 -0.7175 -2.0301 -0.2 0.1 0.3
H 0.1009 -0.9421 -3.4549 -0.3 0.1 -0.1
O -0.2613 -0.5713 -2.6408 0.4 -0.2 -0.3
```
Forces are in eV/Å.

---

6.
Here is a cluster of 2 separate species, C3H6N2O in total at a distorted geometry from the OMol25 dataset. Energies are from ωB97M-V/def2-TZVPD.

Results
LUMO energy = -1.10 eV
Strongest force on any atom = 1.13 eV Å⁻¹
Energy above the lowest of the compared OMol25 structures with the same formula, charge and spin = 55.3 kcal per mole
SMILES = N#CC=O.CN
HOMO-LUMO gap = 8.17 eV

Structure (XYZ):
```
12
Properties=species:S:1:pos:R:3:forces:R:3
C 1.5088 -0.5887 0.2381 0.1 -0.2 0.2
N 1.2536 0.4282 -0.7696 -0.2 0.0 -0.1
C -1.8032 -0.1692 -0.5600 -0.1 -0.6 -0.9
N -1.8644 -0.8380 -1.5021 0.0 0.7 0.9
C -1.7846 0.6361 0.6779 0.2 0.4 0.1
O -1.2062 1.6874 0.7607 -0.3 -0.6 -0.1
H 0.6149 -1.0484 0.7036 0.1 0.1 -0.1
H 2.1142 -0.1587 1.0423 -0.1 -0.1 -0.1
H 2.0900 -1.4005 -0.2105 -0.1 0.1 0.1
H 0.7460 1.2134 -0.3734 0.1 -0.1 -0.1
H 0.6802 0.0496 -1.5163 0.1 0.1 0.0
H -2.3494 0.1888 1.5094 0.0 0.1 0.0
```
Forces are in eV/Å.